No. 1
18
Properties=species:S:1:pos:R:3 method="wB97M-V/def2-TZVPD" smiles="C=CC(N)([NH3+])C=C" homo_ev=-14.252 relative_energy_ev=2.647 max_force_ha_per_bohr=0.1148 total_energy_ev=-8334.472 spin_multiplicity=1 total_charge=+1 orbital_gap_ev=11.050
C 0.109 1.978 1.442
C 0.500 1.109 0.486
C -0.298 -0.211 0.088
N -1.191 -0.661 0.935
N -1.269 0.087 -1.272
C 0.806 -1.115 -0.438
C 2.047 -1.179 -0.007
H 0.913 2.699 1.625
H -0.772 1.949 2.112
H 1.317 1.130 -0.181
H -1.485 -0.089 1.819
H -1.151 -1.603 1.117
H -1.775 -0.827 -1.221
H -0.680 -0.010 -2.093
H -1.966 0.907 -1.161
H 0.662 -1.763 -1.295
H 2.741 -1.767 -0.604
H 2.524 -0.603 0.782

No. 2
18
Properties=species:S:1:pos:R:3 method="wB97M-V/def2-TZVPD" homo_ev="-9.916 / -15.150" relative_energy_ev=2.331 max_force_ha_per_bohr=0.1328 total_energy_ev=-8330.847 spin_multiplicity=3 total_charge=+1 orbital_gap_ev="7.078 / 7.141"
C 0.927 -0.578 0.086
C -0.945 -0.562 0.560
C 2.339 -0.563 -0.209
C -2.127 -0.606 -0.391
C 0.059 1.886 0.237
N 0.074 0.430 0.320
N 0.050 -1.563 0.329
H -1.219 -0.681 1.673
H 2.669 -0.520 0.825
H 2.535 0.409 -0.665
H 2.891 -1.428 -0.609
H -1.589 -0.676 -1.357
H -2.618 0.324 -0.219
H -2.652 -1.525 -0.289
H -0.437 2.356 -0.648
H -0.310 2.313 1.136
H 1.113 2.273 0.226
H -0.055 -2.476 0.751

No. 3
19
Properties=species:S:1:pos:R:3 method="wB97M-V/def2-TZVPD" homo_ev=-2.547 relative_energy_ev=0.488 max_force_ha_per_bohr=0.0402 total_energy_ev=-10390.050 spin_multiplicity=1 total_charge=-1 orbital_gap_ev=6.242
H 2.332 -0.915 3.245
N 1.463 -0.603 3.666
C 0.547 -0.318 2.843
N 0.531 -0.443 1.488
C -0.701 -0.458 0.681
C -0.818 0.790 -0.248
C -1.093 0.440 -1.689
C 0.196 0.078 -2.585
O 0.049 0.469 -3.836
H -0.446 -0.041 3.204
H 1.367 -0.660 0.969
H -1.524 -0.435 1.379
H -0.585 -1.291 -0.014
H 0.164 1.273 -0.220
H -1.527 1.489 0.187
H -1.459 1.250 -2.320
H -1.790 -0.399 -1.810
H 1.062 0.521 -1.996
H 0.365 -1.034 -2.426

No. 4
19
Properties=species:S:1:pos:R:3 method="wB97M-V/def2-TZVPD" homo_ev="2.237 / 0.578" relative_energy_ev=3.015 max_force_ha_per_bohr=0.0624 total_energy_ev=-10383.169 spin_multiplicity=2 total_charge=-2 orbital_gap_ev="4.817 / 6.474"
C -0.565 -1.324 -1.991
O -1.137 -1.483 -3.172
C -1.451 -0.998 -0.783
C -0.797 -1.019 0.605
C 0.437 -0.124 0.887
N 2.445 2.209 1.201
C 1.081 2.214 1.344
N -0.117 1.251 1.030
H 0.140 -2.162 -1.625
H 0.333 -0.497 -2.031
H -2.256 -1.744 -0.828
H -1.885 0.001 -0.964
H -0.569 -2.073 0.859
H -1.543 -0.729 1.343
H 1.169 -0.181 0.074
H 0.873 -0.369 1.868
H 2.713 1.954 0.259
H 0.498 3.092 1.700
H 0.631 1.982 0.224

No. 5
19
Properties=species:S:1:pos:R:3 method="wB97M-V/def2-TZVPD" homo_ev="-9.085 / -9.088" relative_energy_ev=3.224 max_force_ha_per_bohr=0.1183 total_energy_ev=-10386.020 spin_multiplicity=2 total_charge=0 orbital_gap_ev="9.962 / 7.263"
C -0.925 -1.392 1.590
O -2.193 -1.603 1.664
C -0.519 -0.781 -0.023
C 0.090 0.520 0.079
C 0.654 1.162 -1.155
C 2.904 1.419 -0.397
N 1.971 1.637 -1.201
N -1.713 -0.645 -0.784
H -0.236 -2.247 1.900
H -0.810 -0.503 2.181
H 0.237 -1.457 -0.440
H 0.994 0.460 0.720
H -0.535 1.159 0.445
H -0.077 2.001 -1.475
H 0.439 0.455 -2.000
H 3.832 1.821 -0.722
H 3.004 0.756 0.559
H -2.445 -0.549 0.058
H -1.890 -1.579 -1.210

No. 6
19
Properties=species:S:1:pos:R:3 method="wB97M-V/def2-TZVPD" smiles="C=NCC[C@H]([NH3+])C=O" homo_ev=-14.255 relative_energy_ev=3.288 max_force_ha_per_bohr=0.0729 total_energy_ev=-10382.317 spin_multiplicity=1 total_charge=+1 orbital_gap_ev=10.512
C -0.535 2.854 0.609
N -0.232 1.676 0.360
C -1.345 0.799 -0.109
C -0.881 -0.699 -0.520
C 0.352 -1.258 0.163
N 1.520 -0.265 0.282
C 0.878 -2.562 -0.513
O 1.753 -3.049 0.148
H 0.325 3.519 0.867
H -1.451 3.457 0.610
H -1.842 1.250 -1.074
H -2.139 0.738 0.731
H -1.687 -1.412 -0.377
H -0.807 -0.720 -1.685
H 0.199 -1.440 1.158
H 2.199 -0.747 0.906
H 1.268 0.750 0.631
H 1.946 0.017 -0.688
H 0.480 -2.910 -1.500